Entry 1:
C3H4NO5 | ωB97M-V with the def2-TZVPD basis set

Summary:
- SMILES = O=NC(O)(O)/C(O)=C\[O-]
- HOMO energy (eV) = -2.624
- orbital gap (eV) = 6.43
- ΔE to the lowest compared entry with this formula, charge and spin (kJ/mol) = 476.64
- total charge = -1
- electronic energy (eV) = -14900.8814

Structure (XYZ):
```
13
Properties=species:S:1:pos:R:3:forces:R:3:mulliken_charge:R:1
C 1.0684 -1.6191 0.4047 -0.131 -0.233 -0.083 -0.219
C 0.0307 -0.9175 -0.0648 0.103 0.347 -0.021 0.030
C 0.1213 0.5787 0.0334 -1.063 -1.055 -0.152 0.761
N 1.4838 0.9727 0.4482 1.381 0.941 1.582 -0.142
O 1.4840 1.6189 1.5209 -0.050 -0.866 -1.511 -0.513
O 2.1166 -1.0618 0.9067 0.275 0.574 0.219 -0.683
O -1.1320 -1.4804 -0.6128 -0.042 0.321 0.028 -0.595
O -0.8184 1.1080 0.9156 0.170 0.397 0.155 -0.517
O -0.0523 1.1594 -1.2580 0.043 0.117 0.109 -0.502
H 1.0356 -2.7135 0.3543 -0.072 -0.167 -0.066 0.377
H -1.7129 -0.7275 -0.7581 -0.186 -0.150 -0.071 0.307
H -0.2186 1.5705 1.5643 -0.406 -0.261 -0.116 0.399
H 0.5861 1.8802 -1.3168 -0.020 0.034 -0.072 0.297
```
Positions in Å, forces in eV/Å.

Entry 2:
C3H4NO6 | ωB97M-V with the def2-TZVPD basis set

Summary:
- HOMO energy (eV) = -3.863
- orbital gap (eV) = 7.55
- ΔE to the lowest compared entry with this formula, charge and spin (kJ/mol) = 77.55
- total charge = -1
- electronic energy (eV) = -16949.1126

Structure (XYZ):
```
14
Properties=species:S:1:pos:R:3:forces:R:3:mulliken_charge:R:1
C -0.6755 -1.7885 0.3709 -1.040 0.652 -1.285 0.777
C 1.2333 0.2417 0.5170 0.194 -2.584 0.032 -0.377
C -0.0164 0.0533 -0.3356 -0.385 0.142 -0.470 -0.081
N -1.1628 0.7474 -0.0313 -1.585 1.922 -0.422 0.989
O -1.4245 -2.0927 -0.5050 0.252 -0.558 0.595 -0.514
O -0.1139 -1.9357 1.3960 0.251 -0.708 0.898 -0.502
O -1.3599 1.2384 1.0913 0.261 -0.241 0.569 -0.722
O -2.0828 0.9432 -0.9492 1.876 -1.126 1.070 -0.789
O 2.1829 1.1581 0.0183 0.831 -1.107 -0.105 -0.528
O 0.0111 -0.1412 -1.7219 1.434 -0.135 1.075 -0.546
H 0.9692 0.5361 1.5429 -0.381 -0.346 -0.429 0.307
H 1.7074 -0.8339 0.5898 -0.451 2.368 -0.199 0.233
H 1.6743 1.9272 -0.1264 -0.593 1.625 -0.426 0.331
H -0.9426 -0.0535 -1.8568 -0.664 0.097 -0.904 0.423
```
Positions in Å, forces in eV/Å.